Below is a molecular structure, C24H29GeN2Se4Ti, with properties calculated with ωB97M-V/def2-TZVPD.

Positions of all 61 atoms, in Å:
1 Se -1.316319 1.141423 1.853681
2 Se 1.003977 -1.452915 2.943047
3 Se 0.811595 0.895014 2.804325
4 Se 1.926954 -1.913521 0.809275
5 Ge 1.343348 1.388470 -1.077417
6 Ti 0.184927 -0.243672 0.484559
7 N -1.167119 -0.752612 -0.887990
8 N -3.124632 -1.670054 -1.713881
9 C 2.123879 -0.978988 -2.663526
10 C -2.019901 3.602621 -3.584272
11 C 2.518030 2.611223 -0.149292
12 C 2.377693 0.361453 -2.362771
13 C 2.304908 3.985609 -0.224651
14 C 3.922024 -1.008801 -4.256494
15 C -3.130808 -0.710142 -2.839504
16 C -0.094223 2.161125 -3.465389
17 C 4.187132 0.324697 -3.972814
18 C -1.075271 2.804804 -4.214125
19 C -2.162883 -1.637653 -0.809865
20 C 2.887672 -1.662594 -3.602606
21 C 4.234256 4.384754 1.158112
22 C 3.605904 2.134187 0.584039
23 C -0.043351 2.311474 -2.075725
24 C 4.460699 3.012626 1.231404
25 C 3.421652 1.003858 -3.032126
26 C -2.144893 -1.053188 -3.947933
27 C 3.159990 4.869874 0.428144
28 C -1.985213 3.757078 -2.202536
29 C -3.816120 -3.946484 -2.476694
30 C -4.183388 -2.701005 -1.689419
31 C -1.007721 3.111324 -1.455118
32 C -2.184429 -2.588164 0.343155
33 H 2.987244 5.936374 0.359591
34 H -2.778522 4.109071 -4.167757
35 H -0.996104 3.241410 -0.379094
36 H -2.227230 -0.314379 -4.745489
37 H 5.305981 2.631247 1.789991
38 H 1.311480 -1.510072 -2.176681
39 H 3.799894 1.068721 0.645070
40 H -2.354241 -2.036822 -4.368298
41 H -2.842522 -4.337428 -2.176558
42 H -2.258803 -3.618427 -0.001763
43 H 1.474081 4.381572 -0.797112
44 H 4.523577 -1.538200 -4.984661
45 H 2.677919 -2.702642 -3.821013
46 H -3.785456 -3.747926 -3.547807
47 H 0.639402 1.546112 -3.973685
48 H -2.717291 4.384162 -1.709151
49 H -1.279362 -2.503101 0.940075
50 H -4.417415 -2.936496 -0.655849
51 H -1.109451 -1.050250 -3.602897
52 H -4.556870 -4.727099 -2.304529
53 H 3.654737 2.040736 -2.814786
54 H 4.899705 5.072073 1.664661
55 H -1.227043 -0.127282 -1.685766
56 H -4.149819 -0.693517 -3.219430
57 H -3.039584 -2.373225 0.984698
58 H -1.093923 2.689799 -5.290969
59 H -5.072559 -2.228227 -2.102638
60 H -2.947705 0.288266 -2.435584
61 H 4.994968 0.835551 -4.481648

Cartesian forces (eV/Å) of the 2 atoms listed first:
Se 0.11 -0.04 0.01
Se -0.13 -0.01 -0.16

Charge   +1
HOMO energy   -10.9 eV
Relative energy (zero: lowest compared OMol25 entry of this formula, charge and spin)   0.0 kJ/mol
Multiplicity   1

Below is a molecular structure, C41H43BrInN4P2, with properties calculated with ωB97M-V/def2-TZVPD.

Positions of all 92 atoms, in Å:
1 In -0.079197 0.373672 -0.469363
2 Br -1.658474 7.953687 0.347109
3 P 1.863050 -1.461363 -1.033325
4 P 0.025211 -0.099467 2.149363
5 N -0.282642 1.115645 -2.663847
6 N -1.891134 1.902860 -0.218441
7 N 1.486397 2.115562 -0.690382
8 N -2.051042 -0.772972 -0.909051
9 C -4.550212 -1.977254 -1.064193
10 C 1.100174 -2.880099 -1.854218
11 C 1.047096 -4.154585 -1.290621
12 C 0.276090 3.505458 4.059994
13 C 2.285230 -1.991497 0.659580
14 C -1.852829 3.335359 -0.082386
15 C -3.166960 -0.097326 -0.574463
16 C 0.662081 -2.692895 -3.169731
17 C 1.705551 -0.598404 2.707997
18 C 0.529765 -5.216391 -2.025478
19 C -2.057058 2.931455 3.899133
20 C -1.428123 -2.452394 1.916000
21 C -0.769206 5.307187 0.776443
22 C 4.121968 -2.428669 -2.268301
23 C -2.818861 4.134161 -0.687054
24 C 4.083898 -0.029406 -2.079144
25 C -3.411349 -2.668154 -1.428524
26 C 5.380420 -2.355417 -2.845976
27 C -2.315971 -2.377841 4.547747
28 C -1.737441 6.097477 0.172689
29 C -2.666691 -3.438423 3.720181
30 C 0.160676 -3.753864 -3.905287
31 C -0.387460 1.431453 3.017120
32 C -2.214146 -3.483888 2.408712
33 C -1.525994 -1.347508 4.063575
34 C 5.992595 -1.123737 -3.040579
35 C 0.090242 -5.018229 -3.327785
36 C 1.303900 2.818265 -1.993425
37 C 5.343672 0.040935 -2.657701
38 C -1.726804 1.746717 3.257177
39 C -2.762011 5.512994 -0.560112
40 C -2.179318 -2.037674 -1.327704
41 C -0.828900 3.930907 0.637573
42 C 3.461886 -1.261842 -1.871769
43 C 0.965441 1.808194 -3.069388
44 C -1.056736 3.807707 4.304378
45 C 0.612658 2.324379 3.412059
46 C -3.022500 1.325510 -0.230803
47 C 2.706265 -0.818721 1.574177
48 C -1.092843 -1.376257 2.734930
49 C -4.422234 -0.662981 -0.628513
50 H -3.937178 1.877460 -0.018040
51 H 3.087332 -2.725359 0.575994
52 H 1.415581 -2.517412 1.064159
53 H -3.461482 -3.688001 -1.785856
54 H -3.095162 3.162467 4.103938
55 H -2.462986 -4.327901 1.777357
56 H 3.683305 -1.025408 2.006129
57 H -3.505739 6.134400 -1.041189
58 H -1.251828 -0.528632 4.717909
59 H -3.601297 3.697720 -1.298566
60 H 3.658618 -3.400633 -2.138058
61 H -2.654140 -2.356321 5.575509
62 H 0.481544 3.524413 -1.869622
63 H 5.815341 1.003098 -2.812463
64 H 1.399575 -4.336028 -0.282143
65 H -2.509687 1.049972 2.978327
66 H -1.040211 -2.510978 0.909810
67 H 2.386345 1.648301 -0.679036
68 H 1.519805 2.796791 0.062659
69 H 5.881702 -3.265352 -3.148991
70 H 3.604674 0.898707 -1.809962
71 H 0.741674 -1.713230 -3.633029
72 H 0.013475 5.770152 1.363403
73 H 2.059751 0.136540 3.426849
74 H -3.283159 -4.239871 4.106030
75 H -0.129251 3.305716 1.173903
76 H -0.162905 -3.603842 -4.927522
77 H -1.272424 -2.564250 -1.581387
78 H 2.190284 3.386769 -2.268976
79 H 0.489251 -6.204307 -1.584034
80 H 0.862834 2.303491 -4.032976
81 H 6.972863 -1.072165 -3.495933
82 H 2.832031 0.108300 1.003787
83 H -1.052530 1.782486 -2.678083
84 H -0.290768 -5.853249 -3.901546
85 H -5.525494 -2.442512 -1.127174
86 H -5.290290 -0.079307 -0.346968
87 H 1.564216 -1.531705 3.254837
88 H -1.316894 4.721907 4.823554
89 H 1.659285 2.104912 3.241421
90 H -0.532352 0.390633 -3.330801
91 H 1.056297 4.180662 4.389643
92 H 1.751865 1.059245 -3.161234

Cartesian forces (eV/Å) of the 2 atoms listed first:
In 0.11 0.00 -0.08
Br 0.01 0.14 0.01

Charge   +3
HOMO energy   -15.7 eV
Multiplicity   1

Below is a molecular structure, C5H7N, with properties calculated with ωB97M-V/def2-TZVPD.

Positions of all 13 atoms, in Å:
1 N -1.305845 -1.155457 0.211835
2 C -0.658986 0.040850 0.033147
3 C -1.889260 0.834546 -0.094517
4 C 1.016427 0.387994 -0.230248
5 C -2.500615 -0.555692 0.077431
6 C 1.894485 -0.796021 -0.070032
7 H 2.130986 -0.821289 0.930878
8 H -3.518997 -0.634696 0.421110
9 H 1.154497 1.482608 -0.104415
10 H -1.965323 1.561103 0.709005
11 H 1.374316 -1.647753 -0.290197
12 H 2.750410 -0.748572 -0.634004
13 H -2.106522 1.397824 -1.061983

Cartesian forces (eV/Å) of the 2 atoms listed first:
N -0.79 -0.71 -0.06
C 6.85 0.88 -1.71

HOMO energy (spin up / spin down)   -7.9 / -8.3 eV
Relative energy (zero: lowest compared OMol25 entry of this formula, charge and spin)   522.9 kJ/mol
Multiplicity   1